Entry from the OMol25 dataset: a gas-phase ion, C3H6NO2 (charge -1) (ωB97M-V with the def2-TZVPD basis set).

Geometry as XYZ:
```
12
Properties=species:S:1:pos:R:3:lowdin_charge:R:1
O 0.64014 2.11692 2.16319 -0.052
C 0.84245 1.38840 1.19945 -0.405
N -0.10631 0.85188 0.41879 0.012
C 0.07704 -0.01773 -0.74343 -0.217
C -0.65260 -1.38206 -0.60278 -0.594
O -0.31072 -2.24285 -1.54980 -0.349
H 1.86739 1.13069 0.90785 0.121
H -1.00093 0.73763 0.87979 0.132
H -0.32406 0.49178 -1.61875 0.097
H 1.12747 -0.23344 -0.93781 0.102
H -0.41895 -1.75191 0.43640 0.079
H -1.74091 -1.08932 -0.55289 0.074
```

Results
- HOMO: -2.699 eV
- SMILES string: O=CNCC[O-]
- M: 88.086 g mol⁻¹
- Total charge: -1
- ΔE to the lowest compared entry with this formula, charge and spin: 180.9 kJ/mol

---

Entry from the OMol25 dataset: C6H10Br2N2O2 in the gas phase in a non-equilibrium geometry (ωB97M-V with the def2-TZVPD basis set).

Geometry as XYZ:
```
22
Properties=species:S:1:pos:R:3:lowdin_charge:R:1
C 1.05970 -1.58938 1.62819 -0.047
C 0.45680 -0.40169 0.95262 -0.314
N -1.00139 -0.52569 1.12706 -0.010
C -1.73642 -0.20540 2.18536 -0.594
O -1.43586 0.72500 2.86073 0.103
C -2.63651 -1.45945 2.49057 -0.419
Br -3.35386 -2.24547 0.80822 0.685
N 0.41526 -0.57142 -0.52738 0.067
C 1.45859 -0.39660 -1.42823 -0.571
O 2.43614 -0.03103 -0.88482 0.085
C 1.36193 -0.40923 -2.96642 -0.474
Br -0.14248 0.64916 -3.69688 0.608
H 0.94285 -1.51222 2.71114 0.085
H 0.63962 -2.52914 1.10744 0.120
H 2.16848 -1.53772 1.45204 0.094
H 0.92409 0.51198 1.40062 0.173
H -1.35999 -1.40029 0.76862 -0.026
H -2.02422 -2.17887 3.09055 0.096
H -3.45469 -1.04030 3.07810 0.063
H -0.55110 -0.54543 -0.96751 0.138
H 1.32921 -1.48483 -3.31106 0.091
H 2.24878 0.03421 -3.37501 0.049
```

Results
- HOMO: -9.712 eV
- SMILES string: CC(NC(=O)CBr)NC(=O)CBr
- M: 301.966 g mol⁻¹
- ΔE to the lowest compared entry with this formula, charge and spin: 107.9 kJ/mol

---

Entry from the OMol25 dataset: 2 unconnected molecules or ions with the total composition C2H3IOS2 in a non-equilibrium geometry (ωB97M-V with the def2-TZVPD basis set).

Geometry as XYZ:
```
9
Properties=species:S:1:pos:R:3:lowdin_charge:R:1
C -0.36055 -1.18695 -0.35039 -0.726
C -1.75954 0.33751 -0.16074 -0.637
O -0.42010 -1.97881 -1.23074 -0.008
S 2.41381 -2.17228 0.26810 0.379
S 0.94530 -0.82516 0.77214 0.501
I -3.67703 -0.35472 0.03482 0.809
H -1.55105 0.77176 -1.02466 -0.054
H -1.37546 0.88277 0.58645 -0.060
H 2.23595 -1.79390 -0.97265 -0.202
```

Results
- HOMO: -8.860 eV
- M: 234.083 g mol⁻¹
- ΔE to the lowest compared entry with this formula, charge and spin: 156.9 kJ/mol

---

Entry from the OMol25 dataset: a molecular structure, C29H41BCaF7MgN5O10P in a non-equilibrium geometry (ωB97M-V with the def2-TZVPD basis set).

Geometry as XYZ:
```
96
Properties=species:S:1:pos:R:3:lowdin_charge:R:1
O 0.02900 0.00590 1.93066 -0.050
C -1.16405 -0.37894 1.69143 -0.622
O -2.16141 0.31279 1.92512 -0.001
C -1.39337 -1.75708 1.03516 -0.198
O -1.32405 -1.79338 -0.38479 -0.040
C -0.08752 -2.39380 -0.77358 -0.175
B 0.93445 -1.15450 -0.81902 -0.576
O 2.33449 -1.27826 -0.77840 0.107
O 0.40564 0.09992 -0.94890 0.114
C 0.13359 -3.45378 0.33132 -0.100
C -0.61130 -2.96008 1.59853 -0.190
C 0.15320 -2.79233 2.93344 -0.129
C 1.62112 -3.22085 2.88067 -0.213
C 2.42843 -2.48133 3.98817 -0.140
C 2.95255 -1.11405 3.57290 -0.231
C 2.30771 0.02690 4.04844 0.003
C 2.76706 1.25203 3.71819 -0.028
C 3.87899 1.42460 2.92948 -0.101
C 4.47141 0.30441 2.46327 -0.200
C 4.03585 -0.99471 2.77658 -0.085
H -2.43462 -1.99353 1.28499 0.135
H -0.07459 -2.96033 -1.71355 0.145
H 2.66148 -0.48229 -1.21765 0.085
H 0.76896 0.68985 -0.26587 0.096
H -0.48332 -4.30739 0.01181 0.115
H 1.12400 -3.92457 0.40212 0.084
H -1.31007 -3.77115 1.81564 0.135
H 0.12604 -1.77198 3.32869 0.100
H -0.34337 -3.40510 3.69416 0.124
H 2.10174 -3.01284 1.91427 0.069
H 1.65898 -4.30446 3.09095 0.106
H 1.77834 -2.36888 4.85791 0.122
H 3.31057 -3.10066 4.23260 0.097
H 1.43376 -0.06313 4.68055 0.135
H 2.23781 2.10716 4.11267 0.130
H 4.25751 2.40986 2.69375 0.090
H 5.33234 0.41091 1.81996 -0.129
H 4.55049 -1.88069 2.38806 0.077
Ca 6.89952 0.41328 1.04366 1.648
C 2.75193 3.19271 -0.39712 -0.076
C 4.10204 2.81766 -0.06970 -0.228
N 5.17678 2.51225 0.21482 0.067
H 2.07422 2.35701 -0.24805 0.073
H 2.41378 4.00092 0.24580 0.100
H 2.66572 3.51905 -1.42889 0.076
F 2.84542 3.23822 2.05125 -0.515
C -2.24744 2.16991 -5.43081 -0.068
C -1.47193 3.32090 -5.37307 -0.076
C -0.71640 3.59128 -4.24713 -0.005
C -0.74552 2.69612 -3.19027 -0.126
C -1.51514 1.54689 -3.23246 -0.008
C -2.27089 1.28670 -4.36058 -0.063
N 0.06009 2.95650 -1.99973 -0.270
O 0.73567 3.97770 -1.95450 0.041
O 0.02181 2.12977 -1.10346 0.031
H -2.83558 1.96077 -6.31451 0.110
H -1.45890 4.00761 -6.20810 0.111
H -0.11716 4.48917 -4.20261 0.117
H -1.53187 0.85489 -2.40215 0.114
H -2.87701 0.39287 -4.40856 0.114
C -4.08164 1.66865 -1.04567 -0.226
O -4.42451 1.59294 -2.31326 -0.029
H -4.40718 0.83715 -0.39306 0.076
H -2.98828 1.74266 -0.83604 0.108
H -4.46942 2.56845 -0.49773 0.145
N 4.28464 -4.70465 1.37257 0.333
H 3.66473 -5.39683 0.94188 0.165
H 5.25666 -4.94526 1.17556 0.154
H 4.06823 -3.77560 0.99240 0.133
H 4.12589 -4.69325 2.38627 0.145
F -5.10278 4.98567 -2.60244 -0.160
P -5.49886 4.47730 -4.09459 0.336
F -5.42426 3.22916 -5.16098 -0.195
F -5.50828 5.44325 -5.41547 -0.191
F -3.87161 4.51348 -4.19478 -0.162
F -6.88979 5.43359 -3.85927 -0.378
F -6.39199 3.31908 -3.33823 -0.211
N -4.93352 -2.18813 3.93757 0.049
C -4.74267 -1.20731 3.04935 -0.135
C -5.74271 -0.33819 2.63935 -0.057
C -7.00944 -0.49431 3.17454 -0.086
C -7.22843 -1.50690 4.09636 -0.087
C -6.16126 -2.31974 4.44205 -0.173
H -3.73824 -1.11937 2.65322 0.067
H -5.52799 0.43898 1.91911 0.095
H -7.81730 0.16400 2.87875 0.102
H -8.20412 -1.66202 4.53733 0.096
H -6.28545 -3.12259 5.16193 0.096
Mg -8.66456 4.85426 -4.91705 0.938
C 7.43881 -1.74172 -4.21292 0.065
N 7.99643 -1.24671 -2.92336 -0.453
O 8.21212 -2.06106 -2.03817 0.028
O 8.19915 -0.05644 -2.82747 0.067
H 7.31233 -2.81571 -4.14514 0.099
H 6.48511 -1.24459 -4.36707 0.110
H 8.14641 -1.48148 -4.99506 0.113
```

Results
- HOMO: -7.736 eV
- M: 858.827 g mol⁻¹
- Total charge: +1